101
Properties=species:S:1:pos:R:3 method="wB97M-V/def2-TZVPD" gap_ev="3.07 / 5.85" spin_multiplicity=6 s_squared=8.79 charge=+1 lumo_energy_ha="-0.1257 / -0.1258"
Ru 1.5015 -2.0647 -0.7074
F 1.0332 5.0236 -1.1411
C 0.0872 4.2451 -0.5736
C 0.2170 2.8902 -0.6567
C -0.6808 2.0514 -0.0039
C -0.4333 0.6001 -0.0667
O 0.4257 0.1658 -0.8285
C -1.2226 -0.1801 0.8255
C -2.2415 0.4170 1.4900
N -2.5782 1.7327 1.4323
C -3.7586 2.0973 2.2076
C -4.7255 3.1885 1.8777
C -3.8619 3.2807 3.1181
C -1.7401 2.6004 0.7350
C -1.8912 3.9936 0.7352
C -0.9860 4.8325 0.1056
N -1.2078 6.2319 0.1449
C -0.4863 7.1432 -0.7409
C -1.2263 8.4984 -0.7132
N -2.6336 8.2339 -0.2634
C -2.6511 7.8661 1.1954
C -1.4919 6.8791 1.4179
C -0.9805 -1.6366 1.1234
O -1.8742 -2.2636 1.6630
O 0.1998 -2.1044 0.8586
H 1.0406 2.4531 -1.2090
H -2.8517 -0.2052 2.1316
H -4.2200 1.1972 2.5817
H -5.7738 2.9589 2.0072
H -4.5326 3.8301 1.0313
H -4.3309 3.1203 4.0786
H -3.0424 3.9834 3.1520
H -2.7212 4.4604 1.2351
H -0.4880 6.7350 -1.7481
H 0.5518 7.3050 -0.4423
H -1.2467 8.9671 -1.6932
H -0.7881 9.1950 -0.0023
H -2.9483 7.4033 -0.7711
H -3.2616 9.0097 -0.4660
H -3.6212 7.4199 1.4057
H -2.5412 8.7752 1.7823
H -1.7635 6.1528 2.1771
H -0.6077 7.4137 1.7827
C 1.3217 -3.1764 3.8426
N 0.5461 -4.2492 3.2401
C -0.6892 -4.6938 3.6430
C -1.0256 -5.7158 2.8236
N 0.0092 -5.9130 1.9422
B 0.1133 -6.9650 0.7959
N -0.3302 -6.3043 -0.5749
C -1.5527 -6.5230 -1.1712
C -1.5452 -5.9350 -2.3885
N -0.3150 -5.3266 -2.5245
C 0.1554 -4.6631 -3.7298
C 0.4115 -5.5576 -1.4070
S 1.9944 -4.9164 -1.1296
C 0.9629 -5.0172 2.2113
S 2.4902 -4.8998 1.4549
H 0.6762 -2.6230 4.5206
H 1.6935 -2.5185 3.0631
H 2.1680 -3.5807 4.3958
H -1.2302 -4.2258 4.4443
H -1.9112 -6.3249 2.8010
H -0.6544 -7.8688 1.0126
H 1.2627 -7.2874 0.7052
H -2.3190 -7.0984 -0.6838
H -2.2961 -5.8860 -3.1573
H -0.6433 -4.0486 -4.1404
H 0.4661 -5.4035 -4.4665
H 1.0028 -4.0314 -3.4847
B 0.9529 -1.1290 -4.0690
N 2.3607 -1.1009 -3.3727
C 3.4395 -0.6734 -4.0232
C 4.5808 -1.1275 -3.3770
C 4.1025 -1.8449 -2.3002
N 2.7593 -1.8305 -2.2933
N -0.2012 -1.5030 -3.0867
C -1.4855 -1.2874 -3.3550
C -2.2663 -2.0036 -2.4536
C -1.3480 -2.6382 -1.6364
N -0.0975 -2.3388 -2.0297
H 0.7237 -0.0354 -4.5235
H 0.9949 -1.9888 -4.9247
H 3.3306 -0.0954 -4.9266
H 5.6069 -0.9668 -3.6561
H 4.6545 -2.3759 -1.5458
H -1.7669 -0.6637 -4.1878
H -3.3400 -2.0497 -2.3959
H -1.5213 -3.2967 -0.7991
N 7.1266 1.2666 2.9214
C 6.2595 0.7062 2.3981
C 5.1858 0.0470 1.7648
C 5.2302 -1.3376 1.4136
C 4.1672 -1.9251 0.8166
N 2.9917 -1.2580 0.5096
C 2.9498 0.0814 0.8565
C 3.9785 0.7348 1.4511
H 6.1124 -1.9264 1.6244
H 4.1976 -2.9768 0.5757
H 2.0388 0.6088 0.6314
H 3.8741 1.7852 1.6872

42
Properties=species:S:1:pos:R:3 method="wB97M-V/def2-TZVPD" gap_ev=8.93 spin_multiplicity=1 charge=0 lumo_energy_ha=0.0229 smiles="CCCCOc1cc(C[C@@H]2CNC(=O)N2)ccc1OC"
C -5.5007 -1.3529 1.2787
C -4.9548 -1.8522 -0.1835
C -3.4347 -1.9080 -0.3292
C -2.7972 -0.6988 -0.2526
O -1.5799 -1.0671 -0.3387
C -0.5675 0.0584 -0.6478
C 0.6753 -0.3974 -0.9355
C 1.8687 0.3698 -0.9223
C 3.1412 -0.1482 -1.3118
C 3.7026 -0.8616 0.1584
C 4.1091 -0.0223 1.2448
N 5.5164 0.4559 0.9509
C 6.1628 -0.6280 0.1801
O 7.2703 -0.9421 -0.0375
N 5.0744 -1.2818 -0.5397
C 1.5816 1.9633 -0.6432
C 0.2772 2.3438 -0.4500
C -0.7016 1.2296 -0.3823
O -1.9632 1.9520 0.0817
C -2.1827 3.2226 0.1392
H -6.7529 -1.2130 1.3526
H -5.0901 -2.0868 2.1330
H -5.3291 -0.2734 1.6229
H -5.5721 -2.7927 -0.1092
H -5.4802 -1.1036 -0.9282
H -3.3095 -2.2594 -1.2231
H -3.1952 -2.6486 0.3146
H -3.2353 -0.1449 -1.1176
H -3.0060 -0.3110 0.8209
H 0.7951 -1.5448 -1.0345
H 3.7603 0.7548 -1.3276
H 3.1149 -0.7187 -2.0098
H 3.0525 -1.8399 0.2455
H 3.8973 -0.3805 2.0783
H 3.4488 0.9070 1.0134
H 5.9357 0.7450 1.7915
H 5.2700 -1.9654 -1.1015
H 2.4403 2.5000 -0.6028
H 0.3740 3.4106 -0.2256
H -1.6664 3.5609 1.2534
H -1.8772 3.6691 -0.5637
H -3.2724 3.3004 0.5576

57
Properties=species:S:1:pos:R:3 method="wB97M-V/def2-TZVPD" gap_ev=9.39 spin_multiplicity=1 charge=0 lumo_energy_ha=0.0260 smiles="CNC(=O)[C@@H](NC(C)=O)[C@@H](C)O.Cc1cc(CO)nn1-c1ccccc1CN"
C 1.9624 -4.8552 2.2040
N 2.5724 -3.5311 2.3273
C 2.6895 -2.5534 1.4174
O 3.1810 -1.4905 1.7772
C 2.2302 -2.7027 -0.0487
N 2.4053 -4.0405 -0.6461
C 3.5721 -4.6655 -0.7876
C 3.5445 -5.9815 -1.5290
O 4.6253 -4.2333 -0.3436
C 0.7542 -2.2823 -0.1693
C 0.4903 -0.8066 0.1197
O 0.2780 -2.5230 -1.4764
H 1.0412 -4.8058 1.6217
H 2.6642 -5.5387 1.7229
H 1.7284 -5.2433 3.1964
H 2.9730 -3.2934 3.2218
H 2.8276 -2.0000 -0.6290
H 1.5940 -4.4378 -1.0955
H 2.9634 -6.7034 -0.9585
H 3.0971 -5.8336 -2.5103
H 4.5662 -6.3418 -1.6449
H 0.1617 -2.8837 0.5213
H 1.1298 -0.1775 -0.5006
H -0.5534 -0.5810 -0.0957
H 0.6843 -0.5883 1.1699
H 0.5163 -1.7659 -2.0255
C 0.8809 4.2071 0.2795
C -0.0070 3.4736 -0.6865
C 0.4104 2.8357 -1.8111
C -0.7653 2.2259 -2.3832
C -0.7751 1.3374 -3.5985
O -0.5998 -0.0323 -3.2017
N -1.8202 2.4823 -1.6479
N -1.3803 3.2439 -0.5976
C -2.2033 3.6787 0.4548
C -2.3009 5.0550 0.7190
C -3.1064 5.5352 1.7555
C -3.8322 4.6406 2.5423
C -3.7468 3.2693 2.2937
C -2.9351 2.7731 1.2613
C -2.8491 1.2789 1.0710
N -3.7056 0.8896 -0.0515
H 1.9316 4.0877 -0.0007
H 0.6414 5.2736 0.2801
H 0.7447 3.8130 1.2910
H 1.4229 2.7710 -2.1941
H 0.0296 1.6309 -4.2796
H -1.7273 1.4503 -4.1261
H -1.3101 -0.2772 -2.5772
H -1.7528 5.7576 0.0988
H -3.1736 6.6032 1.9432
H -4.4624 5.0091 3.3470
H -4.3144 2.5812 2.9136
H -3.1675 0.7571 1.9795
H -1.8121 0.9913 0.8786
H -4.6654 1.1866 0.1140
H -3.3477 1.3305 -0.9066

28
Properties=species:S:1:pos:R:3 method="wB97M-V/def2-TZVPD" gap_ev=8.52 spin_multiplicity=1 charge=0 lumo_energy_ha=0.0322 smiles=F[C@@H]1NC1(c1ccccc1)c1ccccc1
F -0.1756 -0.5919 -3.5223
C -0.8171 -1.0466 -2.4780
N -1.7559 -0.2785 -1.7358
C -0.6135 -0.2387 -0.8037
C 0.3640 0.8831 -0.9644
C -0.0066 2.0863 -0.4014
C 0.8152 3.1704 -0.4447
C 2.1368 3.0618 -0.9539
C 2.4898 1.7791 -1.3914
C 1.6595 0.7205 -1.4423
C -0.8305 -1.0134 0.4217
C -1.8279 -1.9189 0.5191
C -2.0857 -2.5427 1.7160
C -1.2161 -2.2475 2.7369
C -0.1115 -1.4084 2.5855
C 0.1038 -0.7144 1.4553
H -0.9387 -2.0045 -2.1988
H -1.9475 0.5852 -2.2032
H -0.8031 2.1323 0.2837
H 0.5075 4.1476 -0.2194
H 2.8089 3.8964 -1.0209
H 3.5473 1.5027 -1.6969
H 2.0545 -0.2780 -1.8153
H -2.5813 -1.9623 -0.3191
H -2.8921 -3.2113 1.6259
H -1.4693 -2.6949 3.6907
H 0.5847 -1.3347 3.4729
H 0.8605 0.0327 1.2104

84
Properties=species:S:1:pos:R:3 method="wB97M-V/def2-TZVPD" gap_ev="6.93 / 6.37" spin_multiplicity=5 s_squared=6.01 charge=+1 lumo_energy_ha="-0.1669 / -0.1876"
Fe -2.0508 -2.9434 2.6026
C -0.6456 -0.5651 -0.1659
C -0.0004 -0.8307 1.1802
O -0.4308 -2.0036 1.8059
H -1.6991 -0.2921 -0.0963
H -0.4630 -1.4188 -0.8218
H -0.1628 0.2961 -0.6391
H -0.1793 0.0651 1.8094
H 1.0972 -0.8264 1.1156
C 0.9132 0.7252 -5.0363
C 1.2658 1.3784 -3.6971
O 2.6757 1.1910 -3.5001
H 1.6643 1.0459 -5.7665
H -0.0261 1.1168 -5.4357
H 0.9559 -0.3612 -5.0708
H 0.9519 0.7196 -2.8860
H 0.8640 2.3893 -3.6649
H 3.2091 1.7295 -4.0936
C -3.5746 -2.2391 -2.2882
C -4.2991 -3.5405 -2.2364
O -4.0923 -4.2149 -0.9796
H -3.6222 -1.7237 -3.2466
H -2.5063 -2.3433 -2.0709
H -3.8864 -1.5197 -1.5249
H -4.1292 -4.1796 -3.1137
H -5.3928 -3.4860 -2.3480
H -4.9042 -4.6941 -0.8036
C -2.7856 2.2472 -2.1271
C -2.3310 1.4448 -3.3174
O -2.4316 2.1425 -4.5321
H -2.7294 1.7965 -1.1308
H -3.8775 2.3657 -2.1768
H -2.4106 3.2622 -2.0351
H -2.8239 0.4654 -3.3487
H -1.3025 1.0844 -3.2576
H -3.3130 2.1502 -4.9121
C -0.8563 2.4840 3.4863
C -2.0457 2.9160 2.6559
O -1.9824 4.3254 2.5164
H -0.8669 3.0605 4.4124
H 0.0090 2.8043 2.8946
H -0.7694 1.4076 3.6228
H -2.9766 2.6619 3.1721
H -1.8863 2.4280 1.6869
H -2.6101 4.5961 1.8399
C 5.1160 1.4372 2.7743
C 4.3109 1.1519 1.5259
O 2.9986 1.6760 1.6087
H 6.1618 1.1396 2.6953
H 4.6529 0.9709 3.6506
H 5.1485 2.5071 3.0003
H 4.2942 0.0636 1.3954
H 4.8430 1.6000 0.6885
H 2.4912 1.2249 2.2872
C 2.9123 -3.0209 -0.5226
C 1.9308 -4.1867 -0.3860
O 1.2681 -4.1518 0.8728
H 3.4764 -3.1334 -1.4512
H 3.5929 -3.0068 0.3234
H 2.3759 -2.0822 -0.6738
H 2.4583 -5.1399 -0.4451
H 1.2270 -4.2848 -1.2196
H 0.7120 -3.3627 1.0028
C 0.0634 3.3598 -0.5451
C 1.3623 3.9755 -1.0432
O 2.4544 3.1439 -0.6542
H -0.8151 3.9583 -0.7848
H 0.1144 3.3175 0.5482
H -0.0944 2.3468 -0.9119
H 1.5341 4.9959 -0.6969
H 1.3984 3.9188 -2.1315
H 2.4116 2.9919 0.3066
O -1.4924 -4.6308 1.5279
H -0.5569 -4.7439 1.2113
H -1.8200 -5.5281 1.6974
O -2.2950 -1.3649 3.9239
H -1.4733 -0.8524 4.0398
H -2.9981 -0.8235 4.3143
O 0.8604 -0.6855 4.6103
H 1.5292 -0.0767 4.9526
H 0.7103 -0.3974 3.6996
O 2.0495 -3.3771 3.7097
H 1.7806 -3.5887 2.8076
H 1.7636 -2.4586 3.8143

Short version: energy above the lowest of the compared OMol25 structures with the same formula, charge and spin = 0.0, 1470.7, 225.2, 61.4, 20.6 kJ/mol, in the order given.
Short version: largest force on an atom = 0.71, 18.60, 1.90, 6.24, 3.41 eV/Å, in the order given.
Short version: E = -3413.29076, -919.51848, -1316.15721, -695.17907, -2808.82129 Eh, in the order given.